DFT (ωB97M-V/def2-TZVPD) results for the ion CH8N4P with charge +1 at a distorted geometry.

Computed properties:
**DFT total energy**: -16409.6266 eV
**Highest occupied orbital energy**: -13.81 eV
**2S+1**: 1
**ΔE to the lowest compared entry with this formula, charge and spin**: 0.731 eV
**Gap between HOMO and LUMO**: 10.6 eV
**Charge**: +1
**SMILES**: NP[NH+]=C(N)N

Each atom is followed by the atoms it is bonded to, with distances in Å.
CARTESIAN COORDINATES (ANGSTROEM)
1 N -2.713 -0.550 -0.145  P2 1.852, H7 1.039, H8 1.076
2 P -1.525 0.729 0.476  N1 1.852, N3 1.910, H9 1.523
3 N 0.008 -0.380 0.215  P2 1.910, C4 1.321, H10 1.043
4 C 1.232 0.041 -0.048  N3 1.321, N5 1.330, N6 1.314
5 N 2.183 -0.817 -0.405  C4 1.330, H11 0.929, H12 1.001
6 N 1.507 1.316 -0.207  C4 1.314, H13 1.080, H14 1.043
7 H -3.097 -0.119 -1.008  N1 1.039
8 H -3.445 -0.773 0.613  N1 1.076
9 H -1.955 0.534 1.924  P2 1.523
10 H -0.312 -1.369 0.132  N3 1.043
11 H 3.054 -0.521 -0.532  N5 0.929
12 H 2.083 -1.813 -0.430  N5 1.001
13 H 2.372 1.893 -0.499  N6 1.080
14 H 0.607 1.829 -0.085  N6 1.043